[1]
{"formula": "C40H43O3P2S3V", "method": "ωB97M-V/def2-TZVPD", "lumo_ev": [-6.5, -5.7], "multiplicity": 3, "energy_ha": -4596.660185, "fmax_ev_per_a": 0.77, "s_squared": 2.04, "total_charge": 2, "elements": ["V", "C", "C", "S", "C", "C", "S", "C", "C", "S", "H", "H", "H", "H", "H", "H", "H", "H", "H", "H", "H", "H", "C", "C", "P", "C", "C", "C", "C", "C", "C", "C", "C", "C", "C", "C", "C", "C", "P", "C", "C", "C", "C", "C", "C", "C", "C", "C", "C", "C", "C", "H", "H", "H", "H", "H", "H", "H", "H", "H", "H", "H", "H", "H", "H", "H", "H", "H", "H", "H", "H", "H", "H", "H", "H", "H", "H", "O", "C", "C", "C", "C", "C", "C", "C", "O", "O", "H", "H", "H", "H", "H"], "coordinates": [[0.43542, 0.15166, -0.19940], [2.85411, -0.16280, 2.27556], [3.85284, 0.35652, 1.25344], [3.14500, 0.56150, -0.40704], [3.71411, 2.21817, -0.87524], [3.36720, 3.36403, 0.05881], [1.58621, 3.53010, 0.35686], [1.51074, 3.62025, 2.15085], [1.90628, 2.37098, 2.92394], [1.28954, 0.75144, 2.32995], [3.29577, -0.12688, 3.27251], [2.57961, -1.19605, 2.07417], [4.68598, -0.34429, 1.17805], [4.26987, 1.31404, 1.56145], [3.28670, 2.38030, -1.86642], [4.79642, 2.16353, -1.00872], [3.73309, 4.28540, -0.39677], [3.88118, 3.27034, 1.01518], [0.48375, 3.90382, 2.37596], [2.14074, 4.44388, 2.49356], [1.55481, 2.47137, 3.95084], [2.99011, 2.27788, 2.97303], [-3.77452, 0.51554, -0.31124], [-3.05713, 1.70117, -0.94390], [-1.31870, 2.00066, -0.41875], [-0.70667, 2.89076, -1.87555], [-1.34013, 4.02065, -2.39297], [-0.89037, 4.59605, -3.57116], [0.17091, 4.03347, -4.26372], [0.78366, 2.88405, -3.78249], [0.34499, 2.32471, -2.59356], [-1.53261, 3.05824, 1.03001], [-1.82638, 2.42348, 2.23471], [-2.07993, 3.17323, 3.37351], [-2.03019, 4.55891, 3.31593], [-1.73320, 5.19465, 2.11697], [-1.49023, 4.45040, 0.97249], [-3.27035, -0.80408, -0.88200], [-1.67042, -1.35472, -0.18010], [-1.33227, -2.88417, -1.08479], [-1.30111, -2.85948, -2.48099], [-1.00376, -4.00967, -3.19018], [-0.73643, -5.19361, -2.51374], [-0.76676, -5.22502, -1.12871], [-1.05871, -4.07283, -0.41244], [-2.17452, -1.88641, 1.48074], [-3.27206, -2.74177, 1.61370], [-3.72155, -3.11426, 2.86707], [-3.08591, -2.63714, 4.00740], [-1.99038, -1.79922, 3.88459], [-1.53936, -1.42893, 2.62435], [-4.83812, 0.60635, -0.53687], [-3.69614, 0.52744, 0.78007], [-3.57768, 2.63853, -0.72826], [-3.04262, 1.58459, -2.03050], [-2.19279, 4.45641, -1.88772], [-1.37913, 5.48051, -3.95568], [0.51075, 4.48117, -5.18713], [1.59009, 2.42322, -4.33703], [0.84882, 1.42037, -2.24457], [-1.87503, 1.34004, 2.29325], [-2.31878, 2.67406, 4.30270], [-2.22475, 5.14448, 4.20360], [-1.69542, 6.27423, 2.07098], [-1.23862, 4.96028, 0.05270], [-3.18156, -0.74225, -1.97078], [-3.97076, -1.61534, -0.67543], [-1.49101, -1.93996, -3.02378], [-0.97749, -3.98483, -4.27050], [-0.50857, -6.09154, -3.07147], [-0.55789, -6.14433, -0.59905], [-1.06829, -4.10536, 0.66876], [-3.76923, -3.14311, 0.73946], [-4.56656, -3.78269, 2.95600], [-3.44215, -2.92691, 4.98637], [-1.47872, -1.43794, 4.76532], [-0.66732, -0.79657, 2.54988], [2.21659, -2.69780, -3.45764], [2.47158, -3.48891, -2.41199], [3.12510, -4.70077, -2.66521], [3.41245, -5.55846, -1.63110], [3.06453, -5.25242, -0.30695], [2.42435, -4.07265, -0.04389], [2.11650, -3.17098, -1.08493], [1.40857, -1.96340, -0.77165], [1.06973, -1.08757, -1.65283], [1.07536, -1.63192, 0.43035], [1.73024, -1.91341, -3.16224], [3.39362, -4.93452, -3.68555], [3.91830, -6.49019, -1.84584], [3.29920, -5.94297, 0.48930], [2.12741, -3.81472, 0.96415]], "lowdin_charge": [0.613, -0.467, -0.436, 0.953, -0.471, -0.473, 0.920, -0.485, -0.429, 0.897, 0.104, 0.069, 0.101, 0.070, 0.072, 0.100, 0.093, 0.074, 0.038, 0.104, 0.093, 0.073, -0.268, -0.299, 1.003, -0.402, -0.079, -0.040, -0.042, -0.054, -0.137, -0.404, -0.110, -0.051, -0.048, -0.052, -0.109, -0.306, 1.070, -0.358, -0.089, -0.053, -0.047, -0.051, -0.076, -0.358, -0.085, -0.045, -0.048, -0.054, -0.112, 0.126, 0.104, 0.104, 0.100, 0.112, 0.121, 0.120, 0.119, 0.060, 0.084, 0.118, 0.120, 0.122, 0.098, 0.093, 0.091, 0.112, 0.119, 0.119, 0.119, 0.115, 0.113, 0.119, 0.118, 0.113, 0.015, 0.112, -0.238, 0.018, -0.029, -0.057, -0.010, -0.081, -0.588, -0.180, -0.186, 0.090, 0.132, 0.121, 0.114, 0.124]}

[2]
{"formula": "C40H44BN5O15P", "method": "ωB97M-V/def2-TZVPD", "lumo_ev": -0.4, "energy_ha": -3319.239144, "fmax_ev_per_a": 3.72, "total_charge": -1, "elements": ["C", "C", "O", "N", "C", "C", "C", "C", "B", "C", "C", "N", "N", "N", "C", "P", "O", "O", "O", "O", "C", "N", "H", "H", "H", "H", "H", "H", "H", "H", "H", "H", "H", "H", "H", "H", "H", "H", "H", "H", "H", "H", "H", "H", "H", "H", "C", "C", "C", "O", "C", "C", "C", "O", "H", "H", "H", "H", "C", "C", "C", "O", "C", "C", "C", "O", "H", "H", "H", "H", "C", "C", "C", "O", "C", "C", "C", "O", "H", "H", "H", "H", "C", "C", "C", "O", "C", "C", "C", "O", "H", "H", "H", "H", "C", "C", "C", "O", "C", "C", "C", "O", "H", "H", "H", "H"], "coordinates": [[-6.59985, 0.45078, 1.55027], [-5.55237, 1.39887, 0.88307], [-5.92004, 2.31011, 0.18979], [-4.16950, 1.11695, 1.12666], [-3.47318, 0.73990, -0.15503], [-2.84575, -0.70676, -0.01368], [-1.64894, -0.95837, -0.99237], [-0.38094, -0.06469, -0.74177], [0.44252, -0.41091, 0.66891], [0.92130, -1.99029, 0.54913], [0.38973, -2.97691, 1.65944], [-1.05975, -3.13252, 1.72061], [0.85529, -2.68306, 3.02150], [0.93493, -4.34921, 1.31469], [1.83783, 0.51258, 0.54982], [2.65603, 0.84559, 2.17052], [1.97074, 1.83888, 3.03814], [4.17388, 1.50726, 1.81066], [2.97610, -0.49860, 3.07871], [-0.35883, -0.12167, 1.90900], [-0.85568, 1.08408, 1.89898], [-1.06712, 2.18251, 1.66443], [-6.05958, -0.18882, 2.29570], [-7.09373, -0.23710, 0.82500], [-7.40151, 1.01145, 2.07673], [-4.14494, 0.33363, 1.78122], [-4.20578, 0.78547, -0.99479], [-2.66674, 1.48536, -0.33874], [-3.67158, -1.40515, -0.32701], [-2.62704, -0.92559, 1.05349], [-2.03505, -0.68230, -2.01652], [-1.37476, -2.04076, -1.08484], [-0.56890, 1.03245, -0.86833], [0.35378, -0.33305, -1.55556], [0.70806, -2.44344, -0.45766], [2.04500, -2.01226, 0.63484], [-1.50488, -2.43950, 2.31344], [-1.49295, -3.21210, 0.80765], [0.29051, -3.29535, 3.62271], [1.80769, -3.02913, 3.16065], [1.93586, -4.38515, 1.51210], [0.85369, -4.46870, 0.29941], [1.49142, 1.51051, 0.16235], [2.50925, 0.02797, -0.22614], [4.85631, 0.84832, 2.03230], [2.35756, -0.42158, 3.83124], [-9.81457, 2.14281, 4.51817], [-9.75319, 2.74482, 5.70411], [-9.93122, 1.98381, 6.96231], [-9.87791, 2.53178, 8.04413], [-10.17824, 0.52710, 6.85031], [-10.23956, -0.07495, 5.66468], [-10.06178, 0.68643, 4.40624], [-10.11558, 0.13813, 3.32509], [-9.68742, 2.68282, 3.58831], [-9.57258, 3.80749, 5.80440], [-10.30499, -0.01283, 7.78013], [-10.41977, -1.13785, 5.56425], [5.12579, 1.53913, -4.13612], [4.71488, 0.58988, -3.29902], [4.84064, 0.75365, -1.83314], [4.46892, -0.11395, -1.07083], [5.43693, 2.01387, -1.33317], [5.84746, 2.96365, -2.17267], [5.72306, 2.79909, -3.63882], [6.09615, 3.66456, -4.40778], [5.04272, 1.43514, -5.20651], [4.27558, -0.33724, -3.64661], [5.51764, 2.11528, -0.25792], [6.28638, 3.89081, -1.82646], [6.59871, 0.83218, -8.68600], [6.17994, 0.46141, -7.47831], [5.64017, -0.89658, -7.23371], [5.25651, -1.23506, -6.13178], [5.58553, -1.82708, -8.38468], [6.00429, -1.45611, -9.59341], [6.54400, -0.09853, -9.83774], [6.92787, 0.23921, -10.93914], [6.99533, 1.82031, -8.88240], [6.21496, 1.12653, -6.62811], [5.18984, -2.81439, -8.18688], [5.97123, -2.12250, -10.44606], [5.53424, -3.36819, -3.84593], [5.10899, -3.72519, -2.63457], [4.56653, -5.08030, -2.38013], [4.17733, -5.40848, -1.27956], [4.51661, -6.02232, -3.52434], [4.94127, -5.66457, -4.73426], [5.48402, -4.30992, -4.98862], [5.87324, -3.98306, -6.09268], [5.93237, -2.38331, -4.05159], [5.13848, -3.04930, -1.78815], [4.11785, -7.00796, -3.31961], [4.91107, -6.33937, -5.58073], [-3.03032, 3.58750, 4.35456], [-2.12901, 4.56401, 4.26513], [-1.89780, 5.49999, 5.38842], [-1.07898, 6.39394, 5.31144], [-2.70647, 5.30729, 6.61667], [-3.60651, 4.33152, 6.70540], [-3.83739, 3.39480, 5.57985], [-4.65955, 2.50268, 5.66425], [-3.21174, 2.89428, 3.54095], [-1.53040, 4.71629, 3.37568], [-2.52338, 6.00066, 7.42825], [-4.20624, 4.17648, 7.59397]], "lowdin_charge": [-0.005, -0.517, 0.057, 0.040, -0.176, -0.187, -0.211, -0.140, -0.775, -0.059, -0.646, 0.083, 0.076, 0.031, -0.146, 0.542, -0.311, -0.203, -0.180, 0.039, -0.378, 0.196, 0.073, 0.087, 0.065, 0.088, 0.118, 0.094, 0.109, 0.083, 0.106, 0.091, 0.089, 0.102, 0.095, 0.098, 0.067, 0.062, 0.075, 0.068, 0.051, 0.051, 0.093, 0.065, 0.055, 0.074, 0.023, 0.022, -0.388, 0.101, 0.018, 0.020, -0.388, 0.102, 0.124, 0.122, 0.120, 0.121, 0.016, 0.034, -0.365, 0.088, 0.038, 0.023, -0.385, 0.091, 0.085, 0.115, 0.109, 0.121, 0.029, 0.029, -0.355, 0.093, 0.026, 0.023, -0.389, 0.100, 0.124, 0.095, 0.111, 0.121, 0.019, 0.036, -0.383, 0.112, 0.021, 0.018, -0.372, 0.084, 0.103, 0.121, 0.121, 0.118, 0.023, 0.029, -0.387, 0.097, 0.012, 0.010, -0.389, 0.086, 0.102, 0.120, 0.116, 0.116]}

[3]
{"formula": "C40H44N4O5PSW", "method": "ωB97M-V/def2-TZVPD", "lumo_ev": [-9.2, -9.4], "multiplicity": 3, "energy_ha": -2951.486653, "fmax_ev_per_a": 1.34, "s_squared": 2.04, "total_charge": 3, "elements": ["W", "C", "C", "O", "C", "C", "O", "C", "C", "O", "C", "C", "O", "C", "C", "O", "H", "H", "H", "H", "H", "H", "H", "H", "H", "H", "H", "H", "H", "H", "H", "H", "H", "H", "H", "H", "N", "C", "C", "C", "C", "C", "C", "S", "N", "C", "C", "C", "C", "C", "C", "N", "H", "H", "H", "H", "H", "H", "H", "H", "H", "N", "P", "C", "C", "C", "C", "C", "C", "C", "C", "C", "C", "C", "C", "C", "C", "C", "C", "C", "C", "H", "H", "H", "H", "H", "H", "H", "H", "H", "H", "H", "H", "H", "H", "H"], "coordinates": [[-1.04826, -0.32389, -0.90031], [0.89380, 2.94633, 0.03082], [-0.58471, 3.11568, -0.22798], [-1.05015, 2.06347, -1.13472], [-2.15632, 2.49459, -1.96572], [-3.40705, 2.00350, -1.29436], [-3.10201, 0.61929, -1.04052], [-4.16827, -0.20263, -0.52706], [-3.76359, -1.58729, -0.98083], [-2.34333, -1.61635, -0.81612], [-1.29018, -0.71575, -3.08197], [-0.38810, 0.03178, -4.04888], [0.05996, 1.24782, -3.39280], [1.30025, 1.15358, -2.83174], [1.98647, 0.83787, -0.36007], [1.07624, 1.57116, 0.37223], [1.20899, 3.58902, 0.86153], [1.47661, 3.22293, -0.84948], [-0.75955, 4.07340, -0.72911], [-1.17230, 3.07884, 0.69577], [-2.01767, 2.03918, -2.94806], [-2.15368, 3.57912, -2.08039], [-4.27676, 2.07086, -1.95708], [-3.62267, 2.50519, -0.34428], [-5.11930, 0.10901, -0.97156], [-4.20831, -0.10444, 0.56628], [-3.98411, -1.77269, -2.03782], [-4.19561, -2.37972, -0.36435], [-2.34742, -0.50212, -3.30998], [-1.19594, -1.80501, -3.21044], [-0.88429, 0.34882, -4.97106], [0.48278, -0.56785, -4.33383], [1.64164, 2.14560, -2.53170], [2.01447, 0.73505, -3.55106], [2.86390, 1.41306, -0.68008], [2.29505, -0.01509, 0.25565], [3.32557, -1.05137, -2.34737], [4.10836, -0.49774, -3.43751], [4.55134, -1.47356, -4.31445], [5.33068, -1.16354, -5.42764], [5.67099, 0.15379, -5.68732], [5.26350, 1.13040, -4.80266], [4.50573, 0.85187, -3.63844], [4.32589, 2.14257, -2.54967], [1.33443, 0.23490, -1.59355], [2.02725, -0.97851, -1.91375], [1.34875, -2.17264, -1.60191], [1.83773, -3.45637, -1.96538], [1.28187, -4.58695, -1.44277], [0.22251, -4.45613, -0.53066], [-0.30159, -3.21204, -0.30362], [0.18711, -2.06874, -0.85974], [3.68980, -1.98457, -2.17695], [4.28464, -2.50858, -4.15261], [5.65415, -1.95826, -6.08361], [6.26433, 0.41338, -6.55016], [5.54920, 2.16211, -4.95475], [2.63518, -3.54062, -2.68869], [1.65058, -5.56076, -1.72784], [-0.21769, -5.30971, -0.04574], [-1.16185, -3.10083, 0.34211], [-0.93974, -0.07861, 0.88307], [-0.86008, 0.13233, 2.55771], [-2.13245, -0.87605, 3.28936], [-2.66242, -0.49263, 4.52300], [-3.59788, -1.30043, 5.14881], [-4.00983, -2.48125, 4.54935], [-3.48449, -2.86541, 3.32105], [-2.54584, -2.06516, 2.69287], [-1.21838, 1.82808, 2.96464], [-0.33534, 2.62324, 3.68907], [-0.72131, 3.90087, 4.07484], [-1.98280, 4.37391, 3.75675], [-2.87991, 3.57076, 3.05835], [-2.50191, 2.30065, 2.66873], [0.75202, -0.40484, 3.08424], [0.86444, -1.56513, 3.85161], [2.11460, -1.98627, 4.28149], [3.24416, -1.25660, 3.95083], [3.13730, -0.10052, 3.18455], [1.89729, 0.32733, 2.74773], [-2.34950, 0.42698, 4.99882], [-4.00650, -1.00736, 6.10395], [-4.73910, -3.10603, 5.04213], [-3.80150, -3.79183, 2.86703], [-2.12932, -2.36689, 1.73778], [0.63832, 2.25540, 3.97314], [-0.03915, 4.51707, 4.64127], [-2.28193, 5.36285, 4.07275], [-3.87380, 3.93298, 2.84328], [-3.21778, 1.66030, 2.16189], [-0.01358, -2.12996, 4.12922], [2.20174, -2.87575, 4.88567], [4.21407, -1.58080, 4.29980], [4.02191, 0.47207, 2.94474], [1.80965, 1.23631, 2.16620]], "lowdin_charge": [1.961, -0.106, -0.084, -0.256, -0.111, -0.091, -0.300, -0.105, -0.131, -0.403, -0.252, -0.206, -0.158, -0.202, -0.194, -0.215, 0.151, 0.127, 0.150, 0.111, 0.132, 0.153, 0.160, 0.143, 0.157, 0.136, 0.143, 0.146, 0.065, 0.075, 0.135, 0.121, 0.095, 0.113, 0.062, 0.139, 0.156, -0.226, -0.004, -0.011, -0.029, -0.079, -0.637, 0.868, -0.041, -0.219, -0.176, 0.023, 0.003, -0.001, -0.093, -0.060, 0.130, 0.116, 0.128, 0.128, 0.109, 0.115, 0.135, 0.127, 0.088, -0.249, 1.000, -0.324, -0.051, -0.028, -0.025, -0.044, -0.087, -0.327, -0.049, -0.030, -0.024, -0.044, -0.110, -0.282, -0.048, -0.036, -0.028, -0.039, -0.106, 0.121, 0.126, 0.126, 0.118, 0.068, 0.110, 0.125, 0.127, 0.121, 0.106, 0.110, 0.123, 0.125, 0.122, 0.092]}